1.
ORCA calculation (ωB97M-V/def2-TZVPD) on the molecule C2H2F2O.

Structure (XYZ):
```
7
Properties=species:S:1:pos:R:3:nbo_charge:R:1
C -0.5867 0.2590 0.1565 0.479
C 0.8055 -0.3214 -0.1391 0.368
H -0.6774 0.1948 1.2373 0.137
H 0.8744 -1.3919 -0.0918 0.120
O 1.7733 0.3391 -0.3715 -0.463
F -0.7069 1.4817 -0.3238 -0.303
F -1.4823 -0.5612 -0.4676 -0.338
```

The SMILES is O=CC(F)F. The relative energy (zero: lowest compared OMol25 entry of this formula, charge and spin) is 0.00 kcal per mole. The value obtained for the LUMO energy is 0.4735 eV. As for the net charge: 0. The molar mass comes out at 80.03 g mol⁻¹.

---

2.
ORCA calculation (ωB97M-V/def2-TZVPD) on a structure of composition C4H12AgCl2O4.

Structure (XYZ):
```
23
Properties=species:S:1:pos:R:3:mulliken_spin:R:1
Ag -1.1108 -0.3428 0.4702 -0.042
Cl -3.8407 1.8718 0.6320 0.397
Cl -2.3039 -3.5264 1.4100 0.651
C -0.0662 1.0298 -2.9605 0.001
C -1.4314 0.4335 -3.3020 -0.002
O -1.5983 -0.7283 -2.5567 0.000
O 0.0344 1.5167 -1.6952 -0.001
H 0.2551 1.7204 -3.7403 0.000
H 0.8148 0.4172 -3.1521 0.000
H -1.4275 0.2241 -4.3717 0.000
H -2.1499 1.2183 -3.0654 -0.001
H -2.3427 -1.1419 -2.9999 -0.001
H 0.2762 2.4433 -1.7632 0.000
C 1.1283 -0.5933 3.4181 -0.002
C 2.1141 -0.4340 2.2398 0.000
O 1.6590 -1.3059 1.0798 -0.001
O -0.0260 0.1911 3.2237 -0.001
H 1.6202 0.0097 4.1814 0.000
H 0.9229 -1.6080 3.7592 0.000
H 3.1484 -0.5894 2.5465 0.000
H 2.2124 0.5614 1.8066 0.000
H 2.4454 -1.7243 0.7219 0.000
H -0.3338 0.3571 4.1178 0.000
```

The relative energy (zero: lowest compared OMol25 entry of this formula, charge and spin) is 78.39 kcal per mole. The value obtained for the LUMO energy (spin up / spin down) is -0.7149 / -4.3557 eV. As for the net charge: 0. The spin multiplicity is 2. The molar mass comes out at 302.91 g mol⁻¹.

---

3.
ORCA calculation (ωB97M-V/def2-TZVPD) on a structure of composition C6H11BrCl2FNO4P.

Structure (XYZ):
```
27
Properties=species:S:1:pos:R:3:nbo_charge:R:1
O 0.5893 -4.3815 -1.7023 -0.763
C 1.0959 -3.3036 -1.3419 0.763
O 2.1834 -3.0522 -0.8383 -0.728
C 0.0856 -2.0980 -1.4902 -0.569
N 0.7037 -0.7664 -1.1884 -0.396
Br 1.2462 0.1701 -2.8072 0.067
C -0.2884 0.1069 -0.5366 -0.242
C -0.3428 -0.1925 0.9693 -0.453
C 0.4969 0.7522 1.8112 0.068
F 1.8527 0.4886 1.7114 -0.363
P -0.8673 -1.9831 -3.0762 1.268
O -2.4286 -2.4208 -2.6754 -0.991
O -0.4837 -3.2642 -3.9972 -0.953
H -0.6665 -2.2575 -0.7101 0.229
H -1.2925 -0.0456 -0.9689 0.153
H -0.0439 1.1562 -0.7115 0.205
H -1.3744 -0.0155 1.3026 0.199
H -0.0609 -1.2289 1.1693 0.243
H 0.2254 0.6494 2.8681 0.150
H 0.3176 1.7879 1.5040 0.150
H -2.8203 -1.6316 -2.2853 0.473
H -0.0862 -2.9306 -4.8066 0.489
C 0.3944 5.0392 3.5390 -0.396
Cl -0.5635 3.9202 2.5636 -0.018
Cl 1.3140 4.2100 4.7999 -0.022
H 1.0916 5.5478 2.8844 0.222
H -0.2777 5.7437 4.0134 0.217
```

The value obtained for the LUMO energy is 2.1494 eV. As for the net charge: -1. The molar mass comes out at 361.94 g mol⁻¹.

---

4.
ORCA calculation (ωB97M-V/def2-TZVPD) on a cluster of 2 separate species, C6H18N3 in total.

Structure (XYZ):
```
27
Properties=species:S:1:pos:R:3:nbo_charge:R:1
C 2.2277 -0.0855 -1.4042 -0.625
C 2.2065 1.0499 0.8631 -0.617
C 2.0194 -1.4723 0.7685 -0.599
C -0.6401 1.1724 0.0549 -0.693
C 1.6075 -0.1780 0.0366 -0.092
C 0.0465 -0.1145 -0.0268 0.408
N -1.9389 -1.4411 0.0034 -0.654
N -0.6002 -1.2639 -0.0874 -0.248
N -4.0251 0.6679 -0.0342 -1.102
H 2.6695 -1.1063 -1.5730 0.232
H 3.2042 0.5212 -1.4088 0.249
H 1.3820 0.2063 -2.0363 0.216
H 3.2595 0.7496 1.2909 0.244
H 2.3514 1.8316 0.1744 0.219
H 1.6628 1.3415 1.7933 0.221
H 3.1143 -1.7376 0.7991 0.247
H 1.7008 -1.3385 1.7545 0.218
H 1.4624 -2.3467 0.3440 0.183
H -0.2624 1.7922 0.8018 0.269
H -1.6557 1.0969 0.0546 0.235
H -0.2846 1.6703 -0.8840 0.270
H -2.2511 -2.2632 -0.4173 0.402
H -2.4976 -0.5437 0.2119 0.442
H -0.1764 -1.9846 -0.5583 0.417
H -4.7237 0.1833 -0.6512 0.388
H -3.7414 1.4763 -0.5425 0.374
H -4.6112 0.9499 0.8039 0.396
```

The relative energy (zero: lowest compared OMol25 entry of this formula, charge and spin) is 75.32 kcal per mole. The value obtained for the LUMO energy is -3.4863 eV. As for the net charge: +1. The molar mass comes out at 132.23 g mol⁻¹.

---

Total energy list, top to bottom, in hartree: -352.35278 -1527.73074 -4526.59225 -403.36056
Strongest force on any atom list, top to bottom, in eV/A: 1.925 3.067 0.936 3.920